# 1
CClO4S | the ωB97M-V functional and the def2-TZVPD basis

Output
- Lowest unoccupied orbital energy: 2.16 eV
- Strongest force on any atom: 4.340 eV Å⁻¹
- Charge: -1
- Gap between HOMO and LUMO: 7.03 eV

Each line ends with the natural charge from an NBO analysis.
Positions of all 7 atoms, in Å:
C  -0.7729  0.7138  0.4210  0.52
O  0.7424  0.3284  -1.9419  -0.87
O  -0.9909  0.6105  1.5342  -0.42
O  0.4414  -1.2559  -0.0487  -0.88
O  1.8779  0.6676  0.2595  -0.90
S  0.8592  -0.0065  -0.5166  2.39
Cl  -3.3926  0.0411  -0.6409  -0.82

---

# 2
C3H4N2O3 | the ωB97M-V functional and the def2-TZVPD basis

Output
- Lowest unoccupied orbital energy: 0.71 eV
- Strongest force on any atom: 2.366 eV Å⁻¹
- SMILES: N=C=O.O=C=O.C=N
- Charge: 0
- Gap between HOMO and LUMO: 10.83 eV

Each line ends with the natural charge from an NBO analysis.
Positions of all 12 atoms, in Å:
N  -0.0794  1.5995  -2.5577  -0.77
C  -0.5060  0.5766  -2.1141  0.87
O  -0.9299  -0.4756  -1.8765  -0.53
H  0.2895  2.4124  -2.1108  0.43
O  2.3893  -0.0316  1.0558  -0.57
C  1.4228  0.5614  0.7569  1.05
O  0.6776  1.3822  0.4156  -0.58
C  -1.0602  -1.1207  1.1712  0.04
N  0.1191  -0.9522  1.5517  -0.67
H  -1.6324  -2.0424  1.2724  0.16
H  -1.5945  -0.2393  0.8326  0.17
H  0.9042  -1.6702  1.6028  0.39

---

# 3
C4H8FNO | the ωB97M-V functional and the def2-TZVPD basis

Output
- Lowest unoccupied orbital energy: 0.60 eV
- Strongest force on any atom: 6.471 eV Å⁻¹
- Charge: 0
- Gap between HOMO and LUMO: 9.37 eV

Each line ends with the natural charge from an NBO analysis.
Positions of all 15 atoms, in Å:
C  -0.3407  -0.6601  -1.5320  -0.30
C  2.4519  -0.9447  -0.4506  0.40
C  -0.2731  -0.0153  1.4314  -0.65
C  0.7415  0.5277  0.3894  0.21
N  1.1778  -0.4806  -0.6033  -0.51
O  0.1062  1.6267  -0.2372  -0.76
F  3.0350  -0.4545  0.6950  -0.38
H  -0.0610  -1.3726  -2.3417  0.23
H  -1.0275  -1.1700  -0.8528  0.21
H  -0.4557  0.7723  2.2972  0.22
H  -1.2209  -0.3660  1.0745  0.21
H  0.1918  -0.9687  1.8043  0.22
H  1.6230  1.0547  0.7646  0.20
H  -0.6189  0.2923  -1.7433  0.23
H  0.0349  2.3804  0.4048  0.48

---

# 4
C29H40CeCl2NOP3 | the ωB97M-V functional and the def2-TZVPD basis

Output
- Lowest unoccupied orbital energy (spin up / spin down): -7.97 / -7.97 eV
- Strongest force on any atom: 5.069 eV Å⁻¹
- Charge: +2
- Gap between HOMO and LUMO (spin up / spin down): 4.28 / 4.28 eV

Each line ends with the Löwdin charge.
Positions of all 77 atoms, in Å:
P  -0.2919  1.4817  -2.4345  1.05
C  -1.3596  2.8330  -3.0680  -0.41
C  -0.9838  4.1850  -3.1040  -0.08
H  -0.0080  4.4934  -2.7272  0.10
C  -1.8575  5.1418  -3.6303  -0.07
H  -1.5478  6.1873  -3.6673  0.11
C  -3.1160  4.7627  -4.1041  -0.07
H  -3.7964  5.5125  -4.5112  0.11
C  -3.5054  3.4191  -4.0513  -0.08
H  -4.4872  3.1177  -4.4197  0.11
C  -2.6417  2.4599  -3.5267  -0.12
H  -2.9451  1.4131  -3.4702  0.09
C  1.0892  2.4240  -1.6769  -0.41
C  0.9041  2.8640  -0.3485  -0.14
H  -0.0244  2.6197  0.1713  0.09
C  1.8920  3.6163  0.2840  -0.09
H  1.7313  3.9697  1.3038  0.10
C  3.0825  3.9188  -0.3855  -0.08
H  3.8560  4.5051  0.1140  0.11
C  3.2802  3.4680  -1.6927  -0.07
H  4.2060  3.7003  -2.2216  0.11
C  2.2918  2.7183  -2.3369  -0.08
H  2.4564  2.3681  -3.3566  0.11
C  0.4830  0.8660  -3.9809  -0.40
C  0.3795  1.5167  -5.2207  -0.07
H  -0.2010  2.4351  -5.3108  0.11
C  1.0243  0.9911  -6.3450  -0.06
H  0.9456  1.5126  -7.2997  0.11
C  1.7617  -0.1916  -6.2454  -0.07
H  2.2617  -0.6003  -7.1249  0.11
C  1.8537  -0.8546  -5.0163  -0.08
H  2.4315  -1.7769  -4.9338  0.11
C  1.2062  -0.3430  -3.8928  -0.13
H  1.2526  -0.8743  -2.9388  0.07
Ce  -2.2462  -3.0622  1.9708  0.29
C  0.0378  -3.0721  2.7843  -0.17
C  1.0216  -2.3193  2.2505  -0.34
H  0.2569  -3.7183  3.6398  0.03
C  0.7166  -1.3014  1.1652  -0.34
O  1.5214  -1.7045  0.0320  -0.01
H  1.3676  -1.1003  -0.7176  0.09
C  -0.7125  -1.3218  0.8142  -0.08
H  1.0098  -0.2953  1.5182  0.17
C  -1.8758  -1.2194  0.3827  -0.01
Cl  -2.4944  -4.6713  4.0122  0.12
Cl  -4.7472  -2.4753  1.5160  0.17
P  -2.5323  -0.8913  3.8186  0.73
C  -3.9535  -1.2915  4.8950  -0.24
H  -3.7194  -2.1890  5.4855  0.05
H  -4.8300  -1.5175  4.2701  0.04
H  -4.1721  -0.4475  5.5607  0.07
C  -1.1992  -0.4939  4.9785  -0.24
H  -0.3148  -0.1718  4.4124  0.04
H  -0.9273  -1.4057  5.5284  0.06
H  -1.5001  0.2920  5.6811  0.07
C  -2.9978  0.6918  3.0579  -0.24
H  -3.8482  0.5282  2.3816  0.05
H  -2.1576  1.0610  2.4549  0.04
H  -3.2624  1.4298  3.8240  0.07
P  2.7465  -2.6198  2.7478  0.89
C  2.7350  -3.5503  4.2800  -0.16
C  3.5283  -1.0224  2.9841  -0.16
H  2.2616  -4.5292  4.1209  0.08
H  2.1938  -3.0001  5.0634  0.08
H  3.7743  -3.7057  4.6040  0.08
H  3.5022  -0.4493  2.0462  0.08
H  4.5736  -1.1874  3.2827  0.08
H  3.0076  -0.4660  3.7771  0.08
C  3.5952  -3.5458  1.4685  -0.15
H  3.1239  -4.5323  1.3581  0.08
H  4.6482  -3.6720  1.7565  0.08
H  3.5236  -3.0004  0.5182  0.06
H  -2.5403  -0.7396  -0.3248  0.12
N  -2.5973  -4.2242  -0.3022  -0.01
H  -3.1771  -5.0733  -0.2872  0.09
H  -1.8038  -4.3978  -0.9239  0.09
H  -3.1596  -3.4779  -0.7173  0.04

---

# 5
C14H27I2O4PS2VY | the ωB97M-V functional and the def2-TZVPD basis

Output
- Lowest unoccupied orbital energy (spin up / spin down): -15.20 / -15.48 eV
- Strongest force on any atom: 9.744 eV Å⁻¹
- Charge: +4
- Multiplicity: 3
- Gap between HOMO and LUMO (spin up / spin down): 6.29 / 6.00 eV

Each line ends with the Mulliken spin population.
Positions of all 52 atoms, in Å:
I  2.8948  0.4483  -1.5227  -0.04
I  1.7572  -1.9413  -2.4928  0.00
Y  -2.9433  -0.1469  -1.2668  0.06
V  0.1190  -0.1326  -0.9307  1.84
S  -0.8185  0.7382  -2.7649  -0.01
S  -1.1509  -1.9552  -0.7591  0.02
C  -0.4418  1.1601  0.2368  -0.10
C  -0.9029  2.6927  -3.1611  0.03
C  -0.5721  -3.4740  0.5162  0.01
C  -2.1191  2.7940  -4.0620  0.01
C  -1.0417  3.5123  -1.8833  0.00
C  0.3909  2.9734  -3.8951  0.00
C  -1.3436  -4.6667  -0.0218  0.00
C  -1.0930  -2.9888  1.8583  -0.01
C  0.9166  -3.6667  0.4953  0.00
C  -3.8249  1.9204  -0.5701  0.00
C  -3.1643  0.1817  1.0725  0.00
O  -0.7499  1.9601  1.0564  0.18
O  -4.3380  2.8800  -0.1706  0.00
O  -3.2772  0.5102  2.1843  0.00
H  -3.0635  2.5358  -3.5554  0.00
H  -2.0148  2.1274  -4.9302  0.00
H  -2.2423  3.8196  -4.4449  0.00
H  -1.9444  3.2392  -1.3186  0.00
H  -1.1359  4.5782  -2.1678  0.00
H  -0.1679  3.4045  -1.2193  0.00
H  1.2716  2.7713  -3.2752  0.00
H  0.4182  4.0220  -4.2223  0.00
H  0.4690  2.3358  -4.7783  0.00
H  -1.1520  -5.5624  0.5937  0.00
H  -1.0159  -4.8824  -1.0512  0.00
H  -2.4180  -4.4537  -0.0149  0.00
H  -0.9209  -3.7776  2.6061  0.00
H  -2.1645  -2.7611  1.7871  0.00
H  -0.5558  -2.0783  2.1553  0.00
H  1.1631  -4.5006  1.1676  0.00
H  1.4537  -2.7659  0.8474  0.00
H  1.2930  -3.9107  -0.5126  0.00
C  2.6420  1.6441  1.8819  0.01
P  2.1408  -0.0262  2.3826  0.01
C  3.6797  -0.9306  2.6275  0.00
C  1.2804  0.1194  3.9570  0.00
O  1.2307  -0.7327  1.3997  -0.01
H  3.3315  2.0291  2.6410  0.00
H  1.7677  2.2872  1.8223  0.00
H  3.1348  1.6193  0.9101  0.00
H  4.2949  -0.4167  3.3621  0.00
H  3.4427  -1.9372  2.9859  0.00
H  4.2190  -1.0057  1.6747  0.00
H  0.4125  0.7741  3.8007  0.00
H  0.9323  -0.8852  4.2251  0.00
H  1.9212  0.5211  4.7442  0.00

---

# 6
C4H12NO | the ωB97M-V functional and the def2-TZVPD basis

Output
- Lowest unoccupied orbital energy (spin up / spin down): 0.99 / 0.89 eV
- Strongest force on any atom: 2.982 eV Å⁻¹
- Charge: 0
- Multiplicity: 2
- Gap between HOMO and LUMO (spin up / spin down): 6.84 / 10.51 eV

Each line ends with the Mulliken spin population.
Positions of all 18 atoms, in Å:
C  -0.1070  -1.0512  -2.5465  0.00
C  0.6659  -1.0916  -1.2545  0.04
C  0.1692  -0.1177  -0.2074  -0.01
C  0.1176  -0.0465  2.2307  0.72
N  0.6646  -0.5663  1.1339  0.24
H  0.2433  -1.8470  -3.2058  0.00
H  -0.0988  -0.1229  -3.1238  0.00
H  -1.1689  -1.2397  -2.3446  0.00
H  1.7160  -0.8483  -1.4497  0.00
H  0.4783  -2.0929  -0.8542  -0.01
H  -0.9115  -0.2046  -0.1013  0.00
H  0.5456  0.8859  -0.3931  -0.01
H  -0.9101  0.2614  2.3690  0.02
H  0.6818  0.1166  3.1499  0.00
H  1.4558  -1.1826  1.1748  -0.02
H  -0.8808  2.6726  2.4028  -0.01
H  -1.3578  3.7151  1.4527  0.00
O  -1.3031  2.7597  1.5670  0.03

---

# 7
C6H16N6PS | the ωB97M-V functional and the def2-TZVPD basis

Output
- Lowest unoccupied orbital energy: -2.62 eV
- Strongest force on any atom: 4.531 eV Å⁻¹
- Charge: +1
- Gap between HOMO and LUMO: 9.55 eV

Each line ends with the natural charge from an NBO analysis.
Positions of all 30 atoms, in Å:
C  0.0015  2.2734  -0.2396  0.51
C  0.3435  0.8853  1.8351  -0.06
C  0.3919  3.6786  0.0247  -0.72
C  -0.9109  -2.3288  2.0340  -0.47
C  1.1280  -2.5728  -0.5250  -0.46
C  -0.3081  -0.0840  -3.0467  -0.44
N  0.7584  -0.5040  1.5343  -0.45
N  -0.2370  1.3722  0.6933  -0.58
N  -0.2705  -1.3475  1.1796  -0.22
N  -0.1436  -2.0294  -0.2468  -0.55
N  -0.0498  0.3863  -1.6095  -0.60
N  -0.0075  1.8236  -1.4772  -0.37
P  -0.9414  -0.4607  -0.3640  1.65
S  -2.8109  -0.5207  -0.4928  -0.42
H  -0.4147  0.8807  2.6596  0.20
H  1.2061  1.6424  2.1821  0.23
H  1.4865  3.9208  0.3695  0.29
H  -0.0640  3.9387  1.0768  0.26
H  -0.0703  4.4489  -0.7369  0.27
H  -1.8402  -2.7949  1.5776  0.27
H  -0.2604  -3.2195  2.1627  0.23
H  -1.3932  -1.9315  2.9949  0.25
H  1.1581  -3.2019  -1.3979  0.25
H  1.9829  -1.7226  -0.6251  0.20
H  1.3838  -3.2882  0.3610  0.22
H  0.6615  0.0285  -3.6208  0.24
H  -0.5780  -1.2089  -2.8376  0.24
H  -1.2692  0.4183  -3.4583  0.23
H  1.2179  -0.8222  2.3256  0.38
H  -0.1505  2.3398  -2.3326  0.43

---

Question: Which of these has the lowest strongest force on any atom?
Answer: C3H4N2O3

---

Question: The highest charge belongs to which entry?
Answer: C14H27I2O4PS2VY

---

Question: Which value of strongest force on any atom does entry 1 give?
Answer: 4.340 eV Å⁻¹

---

Question: Which value of strongest force on any atom does entry 7 give?
Answer: 4.531 eV Å⁻¹